The following is a quantum chemistry calculation of the molecule C20H30N2S, from the OMol25 dataset.

Calculated values
**Energy above the lowest of the compared OMol25 structures with the same formula, charge and spin**: 0.024 eV
**HOMO-LUMO gap**: 0.3206 Eh
**E_LUMO**: 0.690 eV
**SMILES string**: S=C1NC[C@H](Cc2ccccc2)N1CCCCC1CCCCC1
**HOMO level**: -8.0 eV

Geometry as XYZ:
```
53
C20H30N2S | the OMol25 dataset | wB97M-V/def2-TZVPD
S 2.501 -0.750 -0.407
C 2.239 0.794 0.086
N 3.155 1.588 0.697
C 2.707 2.960 0.745
C 1.187 2.804 0.545
C 0.401 2.923 1.873
C 1.060 2.170 2.995
C 1.793 2.854 3.958
C 2.449 2.170 4.967
C 2.382 0.789 5.024
C 1.645 0.100 4.077
C 0.986 0.785 3.073
N 1.083 1.481 -0.038
C -0.033 1.021 -0.823
C -0.954 0.051 -0.078
C -2.125 -0.420 -0.939
C -1.690 -1.282 -2.123
C -2.869 -1.914 -2.873
C -2.418 -2.411 -4.249
C -3.580 -3.027 -5.022
C -4.195 -4.180 -4.236
C -4.650 -3.696 -2.864
C -3.482 -3.081 -2.098
H 4.127 1.334 0.708
H 2.952 3.416 1.705
H 3.161 3.558 -0.059
H 0.791 3.547 -0.158
H -0.610 2.548 1.704
H 0.334 3.982 2.130
H 1.846 3.934 3.924
H 3.014 2.718 5.707
H 2.898 0.253 5.807
H 1.584 -0.977 4.116
H 0.415 0.235 2.342
H -0.597 1.896 -1.157
H 0.379 0.506 -1.697
H -1.349 0.539 0.817
H -0.362 -0.812 0.232
H -2.798 -0.997 -0.302
H -2.680 0.448 -1.304
H -1.128 -0.665 -2.827
H -1.022 -2.069 -1.771
H -3.640 -1.148 -3.019
H -1.997 -1.581 -4.821
H -1.632 -3.157 -4.118
H -3.231 -3.382 -5.995
H -4.342 -2.264 -5.199
H -5.041 -4.598 -4.786
H -3.451 -4.971 -4.113
H -5.069 -4.529 -2.294
H -5.437 -2.947 -2.987
H -3.830 -2.745 -1.119
H -2.716 -3.843 -1.936
```


The following is a quantum chemistry calculation of a structure of composition CH4CsO, from the OMol25 dataset.

Calculated values
**Energy above the lowest of the compared OMol25 structures with the same formula, charge and spin**: 0.000 eV
**Net charge**: +1
**HOMO-LUMO gap**: 0.4053 Eh
**E_LUMO**: -3.722 eV
**HOMO level**: -14.7 eV

Geometry as XYZ:
```
7
CH4CsO | the OMol25 dataset | wB97M-V/def2-TZVPD
Cs 0.289 -2.719 1.715
C -0.248 0.736 -0.118
O 0.396 -0.546 -0.301
H 0.482 1.534 0.024
H -0.917 0.892 -0.962
H -0.815 0.664 0.811
H 0.813 -0.561 -1.169
```


The following is a quantum chemistry calculation of a structure of composition C18H28Cl2N2O5Ru in a non-equilibrium geometry, from the OMol25 dataset.

Calculated values
**Spin multiplicity**: 5
**Net charge**: -2
**HOMO-LUMO gap (alpha / beta)**: 0.1934 / 0.1411 Eh
**⟨S²⟩**: 6.041
**E_LUMO (alpha / beta)**: 4.928 / 4.434 eV
**HOMO level (alpha / beta)**: -0.3 / 0.6 eV

Geometry as XYZ:
```
56
C18H28Cl2N2O5Ru | the OMol25 dataset | wB97M-V/def2-TZVPD
C 0.447 3.013 -1.323
C -0.978 2.975 -1.045
C -1.614 2.152 -2.069
C -1.710 3.875 -0.120
C -0.586 1.707 -2.958
C 0.655 2.244 -2.534
C 1.917 2.151 -3.268
C 1.364 4.062 -0.833
C -3.055 1.860 -2.159
C -0.818 0.841 -4.143
Ru 0.024 1.047 0.032
Cl -1.714 0.598 0.753
Cl 0.839 2.364 1.784
O 0.520 -0.285 -1.371
H -1.011 4.465 0.470
H -2.336 3.299 0.570
H -2.378 4.565 -0.659
H -3.444 1.555 -1.185
H -3.260 1.067 -2.873
H -3.626 2.750 -2.459
H -1.542 0.049 -3.922
H 0.118 0.378 -4.461
H -1.208 1.442 -4.972
H 2.005 1.197 -3.810
H 2.747 2.202 -2.558
H 1.994 2.968 -4.006
H 1.153 4.310 0.204
H 1.283 4.970 -1.463
H 2.393 3.681 -0.867
H 0.278 -1.165 -1.008
O 3.354 1.432 -0.574
H 3.123 1.048 0.432
C 0.944 -4.932 0.955
C -0.156 -4.322 1.815
C 0.173 -2.900 2.334
C -0.976 -2.357 3.233
C -2.356 -2.342 2.584
C 1.448 -2.928 3.170
O 1.738 -3.788 3.989
N 2.295 -1.866 2.933
C 2.134 -0.754 2.093
O 3.047 0.083 2.141
N 0.994 -0.755 1.297
C 0.382 -1.959 1.139
O -0.108 -2.316 0.040
H 1.026 -4.351 0.014
H 0.652 -5.954 0.697
H 1.880 -4.941 1.476
H -1.090 -4.291 1.275
H -0.283 -4.952 2.722
H -0.993 -3.010 4.112
H -0.702 -1.356 3.578
H -2.608 -3.308 2.160
H -3.091 -2.095 3.364
H -2.435 -1.582 1.795
H 3.151 -1.840 3.477
```


The following is a quantum chemistry calculation of a cluster of 5 separate species, C20H36Cl16INO3Si in total, from the OMol25 dataset.

Calculated values
**Energy above the lowest of the compared OMol25 structures with the same formula, charge and spin**: 0.000 eV
**HOMO-LUMO gap**: 0.3442 Eh
**E_LUMO**: 0.148 eV
**SMILES string**: COCCCCCCCCCC[Si@H](I)OCCNC[C@H](C)O.ClC(Cl)(Cl)Cl.ClC(Cl)(Cl)Cl.ClC(Cl)(Cl)Cl.ClC(Cl)(Cl)Cl
**HOMO level**: -9.2 eV

Geometry as XYZ:
```
78
C20H36Cl16INO3Si | the OMol25 dataset | wB97M-V/def2-TZVPD
C 1.590 -1.906 3.241
O 0.571 -1.909 2.272
C 0.449 -3.107 1.531
C -0.240 -2.816 0.213
C -1.584 -2.123 0.377
C -2.256 -1.794 -0.957
C -3.628 -1.123 -0.764
C -3.697 0.322 -1.279
C -4.844 1.120 -0.673
C -4.622 1.425 0.805
C -3.378 2.330 0.998
C -2.218 1.631 1.706
Si -0.598 2.561 1.779
I -0.536 4.355 0.108
O 0.585 1.461 1.482
C 1.938 1.867 1.265
C 2.645 0.824 0.417
N 2.599 1.197 -0.997
C 3.044 0.101 -1.867
C 3.364 0.623 -3.268
C 3.032 -0.357 -4.370
O 4.748 0.952 -3.368
H 1.223 -2.253 4.210
H 2.430 -2.540 2.950
H 1.946 -0.886 3.355
H -0.143 -3.826 2.109
H 1.437 -3.538 1.350
H 0.414 -2.189 -0.398
H -0.368 -3.756 -0.328
H -2.251 -2.754 0.970
H -1.413 -1.199 0.931
H -1.594 -1.130 -1.516
H -2.365 -2.721 -1.523
H -4.357 -1.692 -1.337
H -3.895 -1.179 0.291
H -2.742 0.833 -1.138
H -3.838 0.277 -2.362
H -4.972 2.057 -1.217
H -5.771 0.557 -0.805
H -4.455 0.479 1.322
H -5.507 1.888 1.237
H -3.042 2.628 0.007
H -3.666 3.222 1.553
H -2.506 1.309 2.707
H -1.989 0.716 1.151
H -0.396 3.192 3.101
H 1.976 2.816 0.726
H 2.449 2.000 2.218
H 2.123 -0.125 0.592
H 3.679 0.687 0.730
H 1.625 1.381 -1.214
H 2.304 -0.704 -1.918
H 3.958 -0.310 -1.436
H 2.788 1.544 -3.405
H 3.716 -1.204 -4.331
H 3.102 0.107 -5.349
H 2.022 -0.737 -4.229
H 4.923 1.458 -2.573
Cl 5.145 3.222 -0.799
C 6.860 3.565 -0.539
Cl 7.765 2.049 -0.574
Cl 7.449 4.634 -1.811
Cl 7.069 4.341 1.032
Cl 11.262 3.926 -0.996
C 11.314 5.186 0.239
Cl 10.141 6.442 -0.158
Cl 10.920 4.483 1.810
Cl 12.933 5.887 0.299
Cl -7.405 -2.061 -1.785
C -7.153 -3.801 -1.953
Cl -8.447 -4.665 -1.127
Cl -7.153 -4.234 -3.664
Cl -5.583 -4.229 -1.251
Cl -9.457 -4.635 2.725
C -7.791 -4.921 3.242
Cl -6.714 -4.736 1.858
Cl -7.357 -3.753 4.493
Cl -7.650 -6.558 3.888
```


The following is a quantum chemistry calculation of a cluster of 2 separate species, C4H6FNO in total in a non-equilibrium geometry, from the OMol25 dataset.

Calculated values
**Energy above the lowest of the compared OMol25 structures with the same formula, charge and spin**: 4.149 eV
**HOMO-LUMO gap**: 0.3162 Eh
**E_LUMO**: 0.626 eV
**SMILES string**: C=C(N)O.C#CF
**HOMO level**: -8.0 eV

Geometry as XYZ:
```
13
C4H6FNO | the OMol25 dataset | wB97M-V/def2-TZVPD
C -0.139 0.645 0.206
C 0.885 0.072 -0.457
N 2.045 -0.472 0.146
O 0.952 -0.122 -1.804
H 0.067 0.551 1.252
H -1.109 0.715 -0.104
H 2.363 -0.117 1.053
H 2.610 -0.864 -0.661
H 0.096 0.186 -2.244
C -3.941 -0.885 0.163
C -3.173 -1.629 -0.426
F -2.496 -2.501 -1.117
H -4.752 -0.655 0.817
```


The following is a quantum chemistry calculation of a cluster of 2 separate species, H4SSi in total in a non-equilibrium geometry, from the OMol25 dataset.

Calculated values
**Energy above the lowest of the compared OMol25 structures with the same formula, charge and spin**: 4.258 eV
**HOMO-LUMO gap (alpha / beta)**: 0.3340 / 0.1878 Eh
**E_LUMO (alpha / beta)**: -0.773 / -2.357 eV
**HOMO level (alpha / beta)**: -9.9 / -7.5 eV

Geometry as XYZ:
```
6
H4SSi | the OMol25 dataset | wB97M-V/def2-TZVPD
Si 0.922 -0.348 0.021
S -2.767 -0.164 -0.005
H 0.258 -0.262 -1.237
H 2.259 0.053 0.387
H -0.056 -0.947 0.900
H -2.188 0.982 -0.477
```


The following is a quantum chemistry calculation of a structure of composition C27H59N5O22Zr in a non-equilibrium geometry, from the OMol25 dataset.

Calculated values
**Energy above the lowest of the compared OMol25 structures with the same formula, charge and spin**: 5.468 eV
**Net charge**: +2
**HOMO-LUMO gap**: 0.1676 Eh
**E_LUMO**: -8.673 eV
**HOMO level**: -13.2 eV

Geometry as XYZ:
```
114
C27H59N5O22Zr | the OMol25 dataset | wB97M-V/def2-TZVPD
Zr -5.686 -7.098 -10.380
O -5.804 -7.855 -8.244
C -4.581 -8.094 -7.583
C -3.217 -7.817 -8.504
O -3.506 -7.337 -9.843
H -4.590 -9.158 -7.345
H -4.552 -7.577 -6.624
H -2.724 -8.765 -8.724
H -2.526 -7.213 -7.916
C -0.215 -6.665 -6.262
N -1.194 -6.400 -5.241
O -1.881 -7.341 -4.880
O -1.274 -5.271 -4.785
H 0.776 -6.967 -5.923
H -0.093 -5.761 -6.857
H -0.613 -7.405 -6.956
C -4.711 -8.300 -3.090
N -5.513 -7.412 -3.997
O -6.665 -7.772 -4.333
O -4.951 -6.357 -4.259
H -4.540 -7.711 -2.188
H -3.838 -8.576 -3.681
H -5.309 -9.185 -2.872
C -8.483 -6.254 -6.881
N -8.280 -5.369 -5.697
O -9.305 -5.043 -5.127
O -7.166 -4.796 -5.546
H -8.073 -7.252 -6.728
H -8.028 -5.775 -7.748
H -9.564 -6.313 -7.006
C -5.883 -11.336 -6.193
N -4.829 -11.707 -5.200
O -4.039 -10.852 -4.763
O -4.778 -12.904 -4.944
H -5.362 -11.174 -7.136
H -6.203 -10.347 -5.867
H -6.667 -12.093 -6.167
C 0.293 -8.251 -10.249
N 1.275 -7.255 -9.681
O 1.649 -6.317 -10.347
O 1.609 -7.461 -8.537
H -0.539 -7.556 -10.354
H 0.047 -9.082 -9.588
H 0.688 -8.534 -11.225
O -4.924 -8.428 -12.290
C -4.345 -8.906 -13.242
O -3.184 -8.542 -13.751
C -2.256 -7.785 -12.986
C -1.059 -7.338 -13.823
C -4.973 -10.148 -13.879
H -1.982 -8.412 -12.138
H -2.796 -6.917 -12.606
H -0.467 -6.575 -13.318
H -1.482 -6.814 -14.681
H -0.493 -8.231 -14.087
H -4.865 -11.007 -13.216
H -4.364 -10.415 -14.743
H -6.026 -10.095 -14.154
O -7.008 -9.053 -10.653
C -8.028 -9.762 -10.722
O -9.076 -9.813 -9.900
C -9.312 -8.805 -8.951
C -10.058 -9.417 -7.787
C -8.236 -10.724 -11.907
H -9.973 -8.069 -9.408
H -8.456 -8.289 -8.515
H -9.518 -10.188 -7.238
H -10.991 -9.811 -8.188
H -10.420 -8.737 -7.016
H -7.359 -10.722 -12.554
H -9.160 -10.522 -12.450
H -8.351 -11.725 -11.491
O -5.211 -5.008 -9.102
C -4.574 -4.102 -8.489
O -4.434 -2.813 -8.835
C -5.102 -2.348 -9.975
C -5.001 -0.907 -9.942
C -3.642 -4.439 -7.271
H -6.136 -2.683 -9.892
H -4.786 -2.854 -10.886
H -3.954 -0.604 -9.959
H -5.377 -0.592 -8.969
H -5.624 -0.314 -10.612
H -4.078 -5.327 -6.813
H -3.634 -3.666 -6.503
H -2.622 -4.611 -7.617
O -0.024 -3.264 -11.696
C -0.971 -3.898 -11.153
O -2.072 -4.300 -11.746
C -2.218 -3.890 -13.087
C -2.732 -2.504 -13.458
C -0.979 -4.446 -9.720
H -2.981 -4.606 -13.391
H -1.369 -4.141 -13.723
H -3.420 -2.125 -12.703
H -3.195 -2.554 -14.443
H -1.866 -1.842 -13.500
H -1.874 -5.030 -9.507
H -0.879 -3.591 -9.051
H -0.101 -5.083 -9.610
O 0.073 -13.049 -4.559
C 0.072 -13.602 -5.660
O -0.675 -13.332 -6.733
C -1.688 -12.365 -6.645
C -1.078 -10.961 -6.847
C 1.044 -14.721 -5.907
H -2.249 -12.420 -5.712
H -2.420 -12.554 -7.430
H -1.774 -10.130 -6.737
H -0.723 -10.795 -7.865
H -0.191 -10.849 -6.223
H 1.420 -15.198 -5.002
H 1.921 -14.161 -6.231
H 0.843 -15.471 -6.673
```


The following is a quantum chemistry calculation of a structure of composition C23H49LuN4P3Se in a non-equilibrium geometry, from the OMol25 dataset.

Calculated values
**Energy above the lowest of the compared OMol25 structures with the same formula, charge and spin**: 0.000 eV
**Net charge**: +3
**HOMO-LUMO gap**: 0.2388 Eh
**E_LUMO**: -9.645 eV
**HOMO level**: -16.1 eV

Geometry as XYZ:
```
81
C23H49LuN4P3Se | the OMol25 dataset | wB97M-V/def2-TZVPD
Lu 0.799 1.367 -0.544
P -1.254 -1.433 0.097
P -0.020 2.611 1.886
P 2.527 -0.407 0.751
H -0.463 -3.121 -2.964
C 0.615 -2.951 -3.060
C 1.536 -3.753 -2.500
H 1.287 -4.602 -1.852
C -2.845 -1.361 -0.745
C -1.474 -0.894 1.796
C -0.694 -3.136 0.140
C 0.536 4.310 2.350
C -1.813 2.895 2.199
C 0.470 1.762 3.441
C 3.344 -1.546 -0.427
C 2.220 -1.528 2.164
C 3.972 0.536 1.377
H 0.917 -2.121 -3.711
H 2.598 -3.626 -2.738
H -2.704 -1.358 -1.834
H -3.399 -0.456 -0.457
H -3.448 -2.239 -0.472
H -1.844 0.141 1.843
H -0.530 -0.964 2.354
H -2.215 -1.542 2.295
H -0.149 -3.395 -0.777
H -1.572 -3.791 0.237
H -0.037 -3.298 1.003
H 0.283 4.506 3.401
H 0.047 5.054 1.711
H 1.620 4.404 2.221
H -1.964 3.170 3.253
H -2.409 2.005 1.973
H -2.164 3.718 1.560
H 0.379 2.470 4.277
H 1.514 1.428 3.373
H -0.170 0.893 3.629
H 4.055 -2.185 0.115
H 3.889 -0.974 -1.187
H 2.609 -2.176 -0.942
H 3.189 -1.887 2.543
H 1.615 -2.391 1.859
H 1.702 -0.995 2.972
H 4.574 -0.124 2.018
H 3.627 1.400 1.960
H 4.580 0.910 0.544
C 3.394 2.593 -1.462
C 2.904 1.611 -2.363
C 3.804 0.711 -2.961
C 5.171 0.797 -2.688
C 5.660 1.800 -1.836
C 4.780 2.704 -1.249
Se 2.174 3.698 -0.448
H -0.282 -0.667 -0.731
H 1.853 1.638 -2.713
H 3.429 -0.057 -3.647
H 5.866 0.093 -3.155
H 6.730 1.881 -1.639
H 5.138 3.496 -0.593
C -0.987 0.992 -3.268
N -0.772 1.998 -2.163
C -2.111 2.247 -1.499
N -3.132 2.682 -2.449
C -3.279 1.659 -3.508
N -2.009 1.432 -4.228
C -1.591 2.723 -4.823
N -1.398 3.769 -3.792
C -0.385 3.304 -2.833
C -2.691 3.941 -3.092
H -1.312 0.039 -2.829
H -0.040 0.859 -3.809
H -1.973 3.028 -0.738
H -2.445 1.310 -1.031
H -4.030 2.011 -4.229
H -3.607 0.715 -3.047
H -0.645 2.577 -5.361
H -2.377 3.058 -5.514
H -0.244 4.063 -2.052
H 0.558 3.155 -3.373
H -3.447 4.238 -3.831
H -2.580 4.715 -2.321
```